The following is a quantum chemistry calculation of one molecule with the formula CH5N, from the OMol25 dataset.

```
7
Properties=species:S:1:pos:R:3:mulliken_charge:R:1
C 0.50 -0.02 -0.11 -0.739
N -0.86 -0.06 -0.21 -0.511
H 0.95 -0.77 -0.60 0.343
H 0.77 0.93 -0.64 0.264
H 1.09 -0.05 1.01 0.177
H -1.11 -0.88 0.19 0.208
H -1.34 0.85 0.36 0.258
```

Summary:
Total charge   0
HOMO-LUMO gap   10.370 eV
Strongest force on any atom   0.129 Eh/bohr
Structure (SMILES)   CN
ΔE to the lowest compared entry with this formula, charge and spin   128.7 kJ/mol